# 1
C27H29BN8O14OsS3 | ωB97M-V with the def2-TZVPD basis set

CARTESIAN COORDINATES (ANGSTROEM)
Os 0.862 0.625 0.132
S -1.376 2.152 -0.886
S -5.280 -3.798 0.094
S 1.688 3.425 -1.102
O -0.366 1.231 -1.534
O -2.711 1.906 -1.341
O -1.199 2.013 0.566
O 1.319 2.615 0.148
O -5.980 0.124 0.747
O 6.810 2.154 -3.508
O -6.449 -4.606 -0.136
O -4.848 0.227 2.582
O 2.831 4.247 -0.840
O 2.979 0.333 1.067
O 1.698 2.664 -2.313
O 2.782 0.584 -1.048
O -5.311 -2.808 1.140
O 8.752 1.974 -2.597
N 1.083 -1.398 -0.022
N 7.544 1.841 -2.596
N 0.630 0.473 2.094
N 1.178 -2.296 0.967
N -4.962 -0.031 1.400
N -3.708 -1.012 -0.539
N 0.664 -0.631 2.872
N -1.643 -0.809 0.236
C 0.364 1.144 4.185
C -2.514 -0.387 1.198
C -2.154 4.710 -1.097
C 1.430 -2.002 -1.168
C 6.926 1.247 -1.394
C 0.511 -0.244 4.131
C -3.906 -4.901 0.402
C 4.990 0.621 -0.175
C 3.516 0.523 -0.044
C -0.728 6.647 -1.020
C -1.996 6.087 -1.029
C 5.551 1.174 -1.316
C -2.664 -4.154 0.873
C 0.397 5.836 -1.081
C -2.390 -1.166 -0.798
C 7.176 0.215 0.744
C -1.843 -1.629 -2.104
C 0.447 1.559 2.879
C -4.880 -2.991 -1.478
C -3.783 -0.493 0.739
C 5.796 0.149 0.856
C -4.797 -1.472 -1.397
C 1.744 -3.327 -0.912
C 1.571 -3.464 0.458
C 7.749 0.776 -0.387
C -1.034 3.892 -1.157
C 0.244 4.464 -1.144
B 0.678 -2.127 2.426
H 8.821 0.850 -0.503
H -2.870 6.719 -0.952
H -3.943 -3.435 -1.820
H 0.381 2.542 2.447
H -2.191 -0.006 2.152
H 4.927 1.552 -2.115
H -4.650 -1.061 -2.395
H 0.512 -0.974 4.924
H -2.932 -3.450 1.661
H 1.399 6.244 -1.053
H -5.691 -3.289 -2.140
H 1.709 -4.320 1.098
H 1.460 -1.442 -2.089
H -1.209 -0.836 -2.501
H 0.210 1.757 5.055
H 7.805 -0.172 1.534
H -5.720 -1.068 -0.999
H -3.132 4.250 -1.082
H 2.067 -4.074 -1.616
H 1.417 -2.740 3.154
H -2.628 -1.834 -2.828
H -0.454 -2.553 2.486
H -1.927 -4.851 1.271
H -4.296 -5.570 1.171
H -2.193 -3.591 0.065
H -1.225 -2.518 -1.972
H -0.610 7.720 -0.944
H -3.751 -5.468 -0.517
H 5.326 -0.270 1.736

Atoms 1-6, force components in eV/Å:
Os 3.9 0.4 0.4
S -1.2 0.8 0.6
S -0.3 -0.2 0.1
S -0.2 0.6 0.1
O 0.7 -0.9 1.0
O 0.3 -0.1 -0.4

Calculated values
- Energy relative to the best compared isomer or geometry (same formula, charge and spin): 2.3033 eV
- 2S+1: 1
- Gap between HOMO and LUMO (alpha / beta): 6.70 / 6.70 eV
- LUMO energy (alpha / beta): -2.473 / -2.465 eV

How positive or negative is each atom? The Mulliken charges in e answer that: Os 2.9450; S 1.6946; S 1.1683; S 1.5199; O -0.8246; O -0.6503; O -0.4792; O -1.0277; O -0.6986; O -0.5910; O -0.7214; O -0.6858; O -0.7463; O -0.8645; O -0.5907; O -0.7205; O -0.5284; O -0.6230; N 1.0445; N 1.0499; N 0.3649; N 0.0722; N 1.3174; N 0.8627; N -0.2681; N 0.8218; C -1.2259; C -1.3501; C -0.9079; C -0.5716; C -0.1924; C -0.2943; C -0.8977; C 0.0789; C 0.9209; C -0.5626; C -0.6400; C -0.3195; C -0.4494; C -0.3982; C 0.0775; C -0.7025; C -1.4195; C -0.3810; C -0.7339; C -0.3177; C -0.5522; C -1.3758; C -1.4023; C -0.5061; C -0.4496; C -0.1114; C -0.5174; B 0.5526; H 0.5113; H 0.3971; H 0.3569; H 0.4904; H 0.6589; H 0.7285; H 0.5718; H 0.4745; H 0.1953; H 0.5653; H 0.5778; H 0.5023; H 0.6918; H 0.0329; H 0.4733; H 0.4130; H 0.5970; H 0.5359; H 0.5000; H -0.2075; H 0.6905; H -0.1619; H 0.6082; H 0.4245; H -0.1484; H 0.0333; H 0.3971; H 0.3931; H 0.5050

***

# 2
C27H29F32NO8P | ωB97M-V with the def2-TZVPD basis set

CARTESIAN COORDINATES (ANGSTROEM)
P 3.648 0.882 1.725
F -5.894 -2.419 -6.517
F -3.281 1.690 -0.974
F 6.328 -4.017 5.503
F -5.756 1.313 -0.144
F -6.231 -0.060 -2.629
F -8.810 -3.914 -1.959
F -1.715 6.136 -2.529
F -2.775 3.638 -2.895
F -6.403 -5.785 -3.726
F -0.615 3.557 -3.204
F 6.435 -1.645 6.956
F -7.525 -5.493 -6.002
F 1.857 5.878 -5.153
F 2.729 6.542 -2.664
F 8.446 -4.333 5.901
F 7.663 -1.656 5.184
F 11.990 -1.530 6.214
F -7.350 1.680 -3.260
F 9.522 -2.902 4.104
F -7.835 0.885 -0.635
F 10.795 -3.302 6.617
F -7.825 -6.433 -2.212
F -0.201 5.745 -4.457
F -9.042 -4.741 -3.953
F 1.773 4.595 -2.759
F -1.868 0.858 -2.404
F -5.463 -3.801 -4.912
F -4.583 -0.844 -0.926
F -2.353 5.253 -0.661
F -5.819 -5.088 -7.293
F -2.479 -0.806 -0.374
F 11.683 -3.153 4.055
O 8.598 -1.836 7.210
O -0.205 5.341 -1.071
O 1.909 2.670 2.778
O -0.652 -1.735 1.860
O -7.479 -2.835 -5.066
O 0.062 -0.116 3.143
O -5.222 1.930 -2.839
O 3.485 3.889 3.525
N 3.120 3.319 2.555
C -6.750 1.611 -1.000
C 0.997 6.308 -4.196
C -3.154 0.775 -1.962
C -2.339 -0.479 2.795
C -1.440 5.150 -1.649
C -7.520 -2.967 -3.651
C 1.526 5.918 -2.816
C 9.715 -1.206 6.608
C -1.565 3.762 -2.272
C 10.685 -2.326 4.460
C 3.042 1.084 -0.055
C -7.140 -5.360 -2.680
C 5.263 -1.093 2.961
C -6.890 -4.524 -6.688
C -3.332 -0.635 -1.402
C 10.780 -2.115 5.971
C 7.333 -3.713 6.351
C -4.051 1.180 -3.143
C -0.872 -0.825 2.550
C 7.531 -2.198 6.404
C -6.359 1.269 -2.437
C -8.125 -4.263 -3.083
C 4.115 -0.910 1.956
C -6.429 -3.400 -5.759
C 2.150 1.184 2.819
C 0.994 0.482 2.148
C 0.660 6.325 -1.610
H -3.115 -1.392 -2.162
H -2.741 -1.218 3.488
H 7.096 -4.105 7.342
H 3.884 1.141 -0.744
H -6.469 -5.012 -1.890
H 5.082 -0.436 3.811
H -6.980 2.674 -0.907
H 0.905 7.395 -4.285
H -2.880 -0.610 1.869
H 10.215 -0.708 7.437
H -1.470 2.992 -1.513
H 0.142 7.269 -1.781
H 0.378 1.130 1.509
H -6.559 -2.730 -3.195
H -4.269 0.330 -3.792
H 4.355 -1.309 0.967
H -7.570 -4.137 -7.450
H 1.403 -0.359 1.590
H 5.242 -2.138 3.281
H -8.186 -2.166 -3.333
H -2.415 0.535 3.180
H 2.439 0.209 -0.317
H 2.447 1.995 -0.047
H -3.466 1.853 -3.755
H 10.790 -1.377 3.926
H 6.246 -0.922 2.523
H 3.238 -1.417 2.376
H 9.410 -0.403 5.937
H 1.361 6.528 -0.802

Atoms 1-6, force components in eV/Å:
P 0.6 1.1 0.7
F 0.0 -0.1 -0.3
F 0.0 -0.2 0.2
F -0.1 0.2 0.0
F -0.1 0.0 -0.1
F -0.4 -0.1 0.1

Calculated values
- Total charge: -1
- 2S+1: 1
- Gap between HOMO and LUMO: 4.64 eV
- LUMO energy: 1.731 eV

How positive or negative is each atom? The Mulliken charges in e answer that: P 0.0272; F -0.2998; F -0.2978; F -0.2348; F -0.1844; F -0.2654; F -0.3208; F -0.2933; F -0.3116; F -0.2162; F -0.2864; F -0.3131; F -0.2163; F -0.2811; F -0.3381; F -0.2226; F -0.2325; F -0.3381; F -0.3144; F -0.1974; F -0.2739; F -0.2766; F -0.2831; F -0.1902; F -0.2898; F -0.2343; F -0.3149; F -0.2818; F -0.2450; F -0.3062; F -0.2629; F -0.2358; F -0.2891; O -0.4155; O -0.3410; O -0.0673; O -0.5602; O -0.3840; O -0.3111; O -0.3881; O -0.5005; N 0.2088; C 0.1643; C 0.0311; C 1.2599; C -0.7950; C 0.5605; C -0.6147; C 0.9219; C -0.6698; C 0.4378; C 0.1107; C -1.0555; C 0.1343; C -1.1862; C 0.1586; C -0.0552; C 0.8413; C 0.1803; C -1.0871; C 0.7826; C 0.8164; C 0.8029; C 0.8192; C -0.2479; C 0.8305; C -0.5226; C -0.2460; C -0.7315; H 0.2942; H 0.3145; H 0.2297; H 0.4429; H 0.3024; H 0.3020; H 0.2624; H 0.2732; H 0.0720; H 0.4010; H 0.2528; H 0.3092; H 0.1839; H 0.2671; H 0.3374; H 0.4197; H 0.2395; H 0.1994; H 0.3094; H 0.4216; H 0.2971; H 0.3194; H 0.1323; H 0.5943; H 0.2898; H 0.2738; H 0.2256; H 0.3447; H 0.4273